# 1
Density functional theory data (the ωB97M-V functional and the def2-TZVPD basis) for a structure of composition C27H40BCaF4O21 in a non-equilibrium geometry.

Atoms and positions in Å:
1 Ca 17.86 -10.77 -17.40
2 B 19.33 -13.22 -16.53
3 F 18.74 -14.48 -16.62
4 F 19.28 -12.56 -17.80
5 F 18.48 -12.40 -15.75
6 F 20.65 -13.27 -16.13
7 C 21.64 -7.38 -14.86
8 C 21.45 -8.23 -13.57
9 O 20.46 -9.17 -13.95
10 C 20.28 -9.14 -15.29
11 O 19.64 -9.94 -15.89
12 O 21.03 -8.18 -15.86
13 H 22.70 -7.29 -15.08
14 H 21.13 -6.43 -14.74
15 H 21.10 -7.63 -12.73
16 H 22.37 -8.75 -13.31
17 C 21.98 -6.01 -19.77
18 C 20.48 -6.11 -19.69
19 C 19.74 -6.85 -20.82
20 O 18.92 -7.80 -20.15
21 C 19.08 -7.70 -18.82
22 O 18.44 -8.30 -18.02
23 O 20.02 -6.81 -18.52
24 H 22.39 -5.62 -18.85
25 H 22.23 -5.35 -20.60
26 H 22.42 -6.96 -20.08
27 H 20.07 -5.10 -19.61
28 H 20.38 -7.34 -21.55
29 H 19.10 -6.13 -21.34
30 C 11.43 -8.86 -19.01
31 C 12.79 -8.26 -18.86
32 C 13.09 -7.49 -17.57
33 O 14.43 -7.92 -17.25
34 C 14.77 -8.97 -18.01
35 O 15.83 -9.50 -18.00
36 O 13.74 -9.35 -18.78
37 H 11.15 -9.41 -18.11
38 H 11.33 -9.51 -19.87
39 H 10.65 -8.10 -19.14
40 H 13.13 -7.61 -19.68
41 H 12.45 -7.77 -16.74
42 H 13.08 -6.42 -17.74
43 C 18.08 -7.15 -12.52
44 C 16.86 -8.07 -12.57
45 C 15.77 -7.46 -13.47
46 O 16.01 -8.07 -14.73
47 C 16.66 -9.22 -14.53
48 O 16.79 -10.09 -15.33
49 O 17.19 -9.26 -13.30
50 H 18.82 -7.57 -11.83
51 H 17.79 -6.16 -12.17
52 H 18.59 -7.11 -13.49
53 H 16.50 -8.30 -11.57
54 H 15.80 -6.38 -13.58
55 H 14.75 -7.67 -13.12
56 C 11.49 -12.09 -16.20
57 C 12.83 -12.72 -15.86
58 C 13.10 -14.06 -16.56
59 O 14.47 -13.94 -16.96
60 C 14.85 -12.66 -16.91
61 O 15.89 -12.24 -17.30
62 O 13.90 -11.90 -16.32
63 H 10.70 -12.42 -15.53
64 H 11.24 -12.28 -17.24
65 H 11.55 -11.00 -16.10
66 H 12.87 -12.83 -14.78
67 H 12.46 -14.24 -17.42
68 H 13.07 -14.89 -15.87
69 C 17.41 -11.93 -24.06
70 C 16.77 -11.13 -22.96
71 C 15.49 -11.78 -22.39
72 O 15.75 -11.93 -20.99
73 C 16.98 -11.51 -20.71
74 O 17.48 -11.54 -19.63
75 O 17.62 -11.06 -21.80
76 H 16.83 -11.85 -24.98
77 H 17.52 -12.98 -23.79
78 H 18.39 -11.51 -24.30
79 H 16.53 -10.12 -23.30
80 H 15.33 -12.78 -22.81
81 H 14.57 -11.23 -22.57
82 C 24.42 -12.00 -19.88
83 C 23.67 -10.96 -19.07
84 C 23.45 -9.64 -19.80
85 O 22.15 -9.24 -19.35
86 C 21.48 -10.35 -18.96
87 O 20.32 -10.39 -18.72
88 O 22.30 -11.42 -18.94
89 H 25.37 -11.62 -20.27
90 H 23.80 -12.38 -20.68
91 H 24.66 -12.85 -19.24
92 H 24.07 -10.82 -18.07
93 H 23.45 -9.73 -20.89
94 H 24.22 -8.91 -19.56

Computed properties:
ΔE to the lowest compared entry with this formula, charge and spin = 0.0000 eV
Gap between HOMO and LUMO = 0.3977 Ha
HOMO energy = -12.478 eV
Calculated total energy = -101638.96955 eV
Net charge = +1

# 2
Density functional theory data (the ωB97M-V functional and the def2-TZVPD basis) for a structure of composition C38H51CeClOP4 in a non-equilibrium geometry.

Atoms and positions in Å:
1 P 1.70 1.19 -6.23
2 C 3.22 1.48 -5.24
3 C 4.20 0.81 -6.02
4 H 3.88 -0.04 -6.64
5 C 5.48 1.33 -6.16
6 H 6.16 0.90 -6.91
7 C 5.87 2.41 -5.35
8 H 6.87 2.82 -5.47
9 C 4.99 2.92 -4.37
10 H 5.37 3.71 -3.70
11 C 3.67 2.44 -4.28
12 H 3.01 2.82 -3.48
13 C 1.05 -0.50 -5.80
14 C 1.68 -1.57 -5.10
15 H 2.43 -1.37 -4.32
16 C 1.35 -2.90 -5.42
17 H 1.88 -3.74 -4.95
18 C 0.36 -3.18 -6.38
19 H 0.16 -4.21 -6.68
20 C -0.39 -2.13 -6.92
21 H -1.18 -2.34 -7.65
22 C -0.10 -0.82 -6.56
23 H -0.71 0.00 -6.97
24 C 0.42 2.45 -5.71
25 C 0.58 3.25 -6.87
26 H 1.46 3.03 -7.50
27 C -0.36 4.19 -7.28
28 H -0.20 4.71 -8.23
29 C -1.47 4.42 -6.44
30 H -2.20 5.18 -6.75
31 C -1.62 3.73 -5.23
32 H -2.48 3.97 -4.59
33 C -0.69 2.73 -4.85
34 H -0.84 2.23 -3.88
35 Ce 0.10 0.11 0.37
36 C -1.90 -1.34 -0.41
37 C -2.05 -1.56 -1.73
38 H -2.67 -1.59 0.37
39 C -1.10 -0.82 -2.69
40 O -1.95 -0.06 -3.60
41 H -1.47 0.27 -4.40
42 C -0.25 -0.06 -1.79
43 H -0.43 -1.46 -3.31
44 C 0.81 0.60 -1.34
45 Cl 2.19 1.81 0.61
46 P -1.66 2.37 0.34
47 P 1.86 -2.17 0.10
48 C -1.18 3.38 1.79
49 H -0.16 3.75 1.67
50 H -1.21 2.78 2.71
51 H -1.87 4.23 1.89
52 C -1.80 3.57 -1.00
53 H -2.46 3.20 -1.79
54 H -0.80 3.72 -1.44
55 H -2.18 4.54 -0.64
56 C -3.38 1.91 0.71
57 H -3.41 1.20 1.54
58 H -3.82 1.42 -0.17
59 H -3.98 2.80 0.96
60 C 2.62 -2.41 1.74
61 H 1.88 -2.79 2.45
62 H 2.98 -1.45 2.13
63 H 3.46 -3.11 1.66
64 C 1.06 -3.78 -0.23
65 H 0.63 -3.77 -1.24
66 H 0.24 -3.92 0.48
67 H 1.78 -4.60 -0.15
68 C 3.29 -2.17 -1.02
69 H 3.68 -1.14 -1.08
70 H 3.00 -2.48 -2.04
71 H 4.08 -2.83 -0.65
72 P -3.34 -2.64 -2.31
73 C -3.89 -3.59 -0.89
74 C -2.67 -3.67 -3.59
75 H -4.19 -2.92 -0.07
76 H -3.09 -4.29 -0.58
77 H -4.76 -4.15 -1.29
78 H -2.44 -3.09 -4.50
79 H -3.46 -4.40 -3.81
80 H -1.77 -4.20 -3.25
81 C -4.62 -1.59 -2.95
82 H -5.00 -0.91 -2.17
83 H -5.42 -2.27 -3.25
84 H -4.26 -1.01 -3.81
85 H 1.26 1.15 -2.19
86 C -0.07 -0.46 5.25
87 C -0.82 -1.27 4.40
88 C -0.74 -1.12 3.01
89 C 0.09 -0.09 2.59
90 C 0.88 0.71 3.38
91 C 0.79 0.52 4.76
92 H -0.15 -0.60 6.32
93 H -1.48 -2.03 4.83
94 H -1.27 -1.73 2.28
95 H 1.54 1.44 2.92
96 H 1.37 1.13 5.43

Computed properties:
Gap between HOMO and LUMO (spin up / spin down) = 0.1327 / 0.1327 Ha
HOMO energy (spin up / spin down) = -11.751 / -11.751 eV
Calculated total energy = -104864.04892 eV
Net charge = +2

# 3
Density functional theory data (the ωB97M-V functional and the def2-TZVPD basis) for a cluster of 5 separate species, C24H50B2N7O20S5 in total in a non-equilibrium geometry.

Atoms and positions in Å:
1 C -4.28 4.96 -1.57
2 N -4.03 3.54 -1.23
3 C -2.88 2.98 -1.95
4 B -3.99 3.30 0.19
5 O -5.07 2.98 0.93
6 N -2.69 3.36 1.01
7 C -2.27 4.64 1.52
8 S -0.81 5.39 0.76
9 O -0.90 5.28 -0.66
10 O -0.77 6.71 1.33
11 C -2.08 2.20 1.25
12 N -2.57 1.05 0.77
13 C -1.70 0.13 1.17
14 O -1.79 -1.15 0.89
15 N -2.47 -1.36 -0.50
16 O -2.15 -2.36 -0.90
17 N -0.69 0.62 1.89
18 B 0.49 -0.11 2.48
19 N 1.12 -1.16 1.80
20 O 0.86 0.28 3.73
21 N -0.95 1.97 1.94
22 O -0.11 2.81 2.56
23 C -0.54 3.10 3.91
24 O -1.29 2.41 4.46
25 C 0.05 4.35 4.38
26 C -0.73 5.35 4.94
27 C -0.11 6.52 5.34
28 C 1.25 6.71 5.17
29 C 2.04 5.71 4.63
30 C 1.43 4.53 4.22
31 H -5.32 5.11 -1.83
32 H -3.64 5.28 -2.38
33 H -4.07 5.64 -0.74
34 H -1.92 3.19 -1.47
35 H -2.96 1.90 -2.02
36 H -2.83 3.37 -2.95
37 H -5.85 3.49 0.70
38 H -2.16 4.67 2.60
39 H -3.05 5.36 1.29
40 H 0.27 4.72 1.22
41 H 1.08 -1.14 0.79
42 H 2.08 -1.27 2.10
43 H 1.77 0.61 3.69
44 H -1.80 5.22 5.06
45 H -0.67 7.34 5.76
46 H 1.73 7.63 5.46
47 H 3.10 5.81 4.48
48 H 2.03 3.74 3.79
49 O -3.63 -7.53 -0.19
50 S -3.14 -7.68 1.14
51 O -3.84 -7.08 2.24
52 O -1.62 -7.20 1.16
53 C -1.33 -5.91 0.61
54 C -1.73 -4.77 1.53
55 C -2.84 -9.38 1.50
56 H -1.81 -5.81 -0.37
57 H -0.26 -5.89 0.44
58 H -2.81 -4.72 1.65
59 H -1.38 -3.82 1.13
60 H -1.31 -4.91 2.53
61 H -2.28 -9.82 0.68
62 H -3.82 -9.86 1.59
63 H -2.30 -9.45 2.43
64 O 3.42 1.26 2.77
65 S 4.28 1.50 1.64
66 O 4.43 0.48 0.64
67 O 5.69 1.95 2.15
68 C 6.38 1.11 3.12
69 C 6.99 -0.12 2.49
70 C 3.82 3.00 0.86
71 H 5.70 0.85 3.93
72 H 7.15 1.75 3.55
73 H 6.23 -0.81 2.13
74 H 7.60 -0.64 3.22
75 H 7.62 0.16 1.64
76 H 3.74 3.78 1.61
77 H 2.86 2.84 0.37
78 H 4.58 3.25 0.12
79 O -1.57 -7.29 -5.03
80 S -2.09 -5.96 -5.08
81 O -1.66 -4.98 -4.12
82 O -3.67 -6.02 -5.07
83 C -4.32 -6.79 -4.03
84 C -4.31 -6.07 -2.70
85 C -1.90 -5.29 -6.69
86 H -3.85 -7.77 -3.95
87 H -5.34 -6.94 -4.37
88 H -3.30 -5.98 -2.31
89 H -4.90 -6.61 -1.97
90 H -4.71 -5.06 -2.81
91 H -2.26 -6.02 -7.42
92 H -0.84 -5.10 -6.84
93 H -2.46 -4.36 -6.76
94 O 4.85 2.80 -2.82
95 S 4.42 2.32 -4.10
96 O 3.15 2.72 -4.63
97 O 4.50 0.73 -4.11
98 C 3.83 -0.01 -3.07
99 C 2.33 -0.07 -3.30
100 C 5.67 2.62 -5.29
101 H 4.06 0.42 -2.10
102 H 4.25 -1.01 -3.10
103 H 1.87 0.92 -3.20
104 H 1.87 -0.74 -2.58
105 H 2.11 -0.43 -4.31
106 H 6.62 2.28 -4.90
107 H 5.69 3.69 -5.47
108 H 5.41 2.09 -6.21

Computed properties:
Gap between HOMO and LUMO = 0.2854 Ha
HOMO energy = -11.465 eV
Calculated total energy = -132601.06456 eV
Net charge = +1

# 4
Density functional theory data (the ωB97M-V functional and the def2-TZVPD basis) for a structure of composition C23H23AsCdClO4SSi.

Atoms and positions in Å:
1 Cd 1.04 -2.43 0.00
2 S 2.60 -1.64 -1.72
3 C 3.50 -0.28 -1.03
4 C 4.83 -0.47 -0.65
5 C 5.57 0.56 -0.11
6 C 5.00 1.82 0.06
7 C 3.68 2.03 -0.32
8 C 2.93 1.00 -0.88
9 As 1.07 1.21 -1.43
10 C 0.97 3.17 -1.27
11 C 0.45 3.85 -0.17
12 C 0.40 5.24 -0.15
13 C 0.88 5.97 -1.23
14 C 1.40 5.30 -2.33
15 C 1.44 3.92 -2.35
16 C 0.23 0.73 0.26
17 C 0.93 0.19 1.34
18 C 0.25 -0.26 2.47
19 C -1.13 -0.15 2.54
20 C -1.83 0.40 1.48
21 C -1.16 0.83 0.34
22 H 5.26 -1.46 -0.76
23 H 6.60 0.39 0.19
24 H 5.57 2.63 0.50
25 H 3.24 3.01 -0.18
26 H 0.09 3.29 0.68
27 H 0.00 5.75 0.71
28 H 0.85 7.05 -1.21
29 H 1.78 5.87 -3.18
30 H 1.84 3.41 -3.22
31 H 2.02 0.13 1.31
32 H 0.81 -0.72 3.28
33 H -1.65 -0.51 3.41
34 H -2.91 0.47 1.52
35 H -1.72 1.21 -0.50
36 C -4.53 -2.29 -2.24
37 Si -4.09 -2.70 -0.46
38 C -4.76 -4.40 -0.02
39 C -4.90 -1.42 0.67
40 C -2.29 -2.65 -0.24
41 C -1.08 -2.60 -0.09
42 H -5.61 -2.28 -2.40
43 H -4.09 -3.03 -2.92
44 H -4.12 -1.32 -2.52
45 H -5.85 -4.43 -0.09
46 H -4.47 -4.67 1.00
47 H -4.35 -5.15 -0.69
48 H -5.99 -1.52 0.67
49 H -4.66 -0.40 0.34
50 H -4.54 -1.53 1.69
51 O 3.13 -3.51 1.27
52 Cl 2.11 -4.25 2.00
53 O 2.69 -5.10 2.98
54 O 1.24 -3.27 2.61
55 O 1.35 -5.00 1.03

Computed properties:
ΔE to the lowest compared entry with this formula, charge and spin = 0.0000 eV
Gap between HOMO and LUMO = 0.2974 Ha
HOMO energy = -5.448 eV
Calculated total energy = -129047.56063 eV
Net charge = -1